[1]
The following is a DFT calculation (ωB97M-V/def2-TZVPD) of a cluster of 4 separate species, C16H30F3NO15PS5 in total.

Values from the calculation:
Highest occupied orbital energy (alpha / beta), eV: -9.183 / -9.190
DFT total energy, a.u.: -4442.46229
Frontier orbital gap (alpha / beta), eV: 8.311 / 8.027
2S+1: 2

CARTESIAN COORDINATES (ANGSTROEM)
C: 4.33 -4.31 4.47
C: 3.90 -3.49 3.08
C: 3.71 -4.70 1.94
C: 2.46 -2.76 3.35
C: 2.20 -1.39 2.48
P: 2.16 -1.69 0.56
S: 1.76 -0.08 -0.45
S: 0.62 -0.48 2.88
O: -0.51 -1.16 2.02
O: 0.64 1.04 2.52
C: 0.06 -0.61 4.67
F: 1.15 -0.56 5.67
F: -0.81 0.60 4.92
F: -0.87 -1.79 4.86
C: 3.49 -0.41 2.74
C: 4.91 -1.17 3.03
C: 6.06 -0.32 2.17
C: 5.27 -0.95 4.61
N: 4.99 -2.59 2.54
O: 6.22 -3.13 2.66
H: 3.40 -4.86 4.95
H: 4.86 -3.63 5.26
H: 5.15 -5.11 4.14
H: 2.93 -4.42 1.11
H: 3.22 -5.60 2.55
H: 4.73 -5.11 1.54
H: 2.46 -2.43 4.49
H: 1.57 -3.55 3.27
H: 3.48 -2.27 0.25
H: 1.19 -2.75 0.35
H: 3.26 0.41 3.58
H: 3.62 0.24 1.74
H: 7.03 -0.35 2.87
H: 6.26 -0.82 1.12
H: 5.73 0.80 2.12
H: 6.35 -1.36 4.81
H: 4.44 -1.48 5.28
H: 5.15 0.21 4.86
C: -1.60 3.46 -2.87
C: -0.52 3.11 -1.85
O: 0.70 3.09 -2.59
S: 0.61 4.18 -3.80
O: 1.26 5.39 -3.37
O: 0.92 3.51 -5.04
O: -1.01 4.42 -3.74
H: -1.88 2.59 -3.46
H: -2.49 3.88 -2.40
H: -0.70 2.15 -1.37
H: -0.43 3.89 -1.08
C: -7.37 3.02 -1.43
C: -6.77 2.79 -0.04
O: -5.49 2.20 -0.28
S: -4.89 2.80 -1.67
O: -3.99 3.88 -1.35
O: -4.52 1.69 -2.52
O: -6.27 3.44 -2.24
H: -7.77 2.10 -1.85
H: -8.15 3.79 -1.42
H: -7.39 2.12 0.57
H: -6.62 3.73 0.49
C: -4.01 0.16 -5.65
C: -4.93 1.17 -6.33
O: -5.22 0.61 -7.61
S: -5.25 -1.01 -7.48
O: -6.62 -1.44 -7.32
O: -4.36 -1.57 -8.48
O: -4.51 -1.12 -6.03
H: -2.98 0.25 -6.03
H: -4.01 0.27 -4.57
H: -4.46 2.16 -6.45
H: -5.87 1.28 -5.79

Atomic partial charges in e from the Löwdin method, atoms 1 to 2: -0.060 -0.422

[2]
The following is a DFT calculation (ωB97M-V/def2-TZVPD) of a cluster of 2 separate species, CH5N2 in total.

Values from the calculation:
Highest occupied orbital energy, eV: -14.972
Relative energy (zero: lowest compared OMol25 entry of this formula, charge and spin), kJ/mol: 819.5
DFT total energy, a.u.: -150.06564
Frontier orbital gap, eV: 3.791
Charge: +1

CARTESIAN COORDINATES (ANGSTROEM)
N: -9.08 1.16 -0.57
C: -9.86 0.11 -0.29
N: -9.82 -0.95 0.51
H: 28.44 -0.12 -0.08
H: -8.37 1.41 0.14
H: -10.63 0.20 -0.86
H: -8.80 -1.28 0.73
H: 28.13 -0.53 0.42

Atomic partial charges in e from the Löwdin method, atoms 1 to 2: 0.389 -0.179

[3]
The following is a DFT calculation (ωB97M-V/def2-TZVPD) of a cluster of 13 separate species, C38H84Cl4O15 in total.

Values from the calculation:
Highest occupied orbital energy (alpha / beta), eV: 0.211 / -7.198
DFT total energy, a.u.: -4467.39132
Frontier orbital gap (alpha / beta), eV: 1.729 / 9.122
Charge: -1
2S+1: 2

CARTESIAN COORDINATES (ANGSTROEM)
C: -0.07 2.14 -4.16
C: 1.03 1.60 -5.03
C: 1.18 2.68 -6.08
O: 0.65 3.87 -5.49
C: 0.11 3.64 -4.19
H: -0.06 1.65 -3.19
H: -1.03 1.93 -4.63
H: 0.83 0.63 -5.48
H: 1.93 1.47 -4.43
H: 0.65 2.38 -6.98
H: 2.26 2.82 -6.20
H: -0.79 4.23 -3.98
H: 0.86 3.99 -3.48
C: 5.70 0.35 3.19
C: 5.42 -0.67 4.26
C: 3.96 -1.04 3.95
O: 3.47 -0.02 3.09
C: 4.40 1.05 3.09
H: 6.00 -0.20 2.30
H: 6.49 1.03 3.51
H: 5.66 -0.26 5.24
H: 6.04 -1.53 4.02
H: 3.35 -1.25 4.83
H: 3.95 -2.02 3.47
H: 4.38 1.73 3.94
H: 4.28 1.72 2.23
C: 0.13 4.41 3.36
C: -0.39 4.24 4.80
C: -0.84 2.80 4.98
O: -0.87 2.30 3.68
C: 0.16 2.93 2.98
H: 1.06 4.98 3.33
H: -0.53 5.00 2.72
H: -1.22 4.89 5.05
H: 0.34 4.40 5.59
H: -1.82 2.77 5.45
H: -0.13 2.16 5.52
H: 0.02 2.80 1.90
H: 1.07 2.41 3.25
C: -3.19 -1.76 -5.28
C: -1.86 -1.32 -4.73
C: -1.95 -1.11 -3.24
O: -3.28 -1.61 -2.91
C: -3.77 -2.40 -3.99
H: -3.14 -2.44 -6.13
H: -3.81 -0.93 -5.64
H: -1.46 -0.49 -5.31
H: -1.18 -2.17 -4.80
H: -1.87 -0.03 -3.09
H: -1.18 -1.60 -2.65
H: -4.85 -2.31 -3.97
H: -3.47 -3.44 -3.90
C: -2.75 -3.99 -0.26
C: -1.27 -3.61 0.00
C: -0.57 -4.98 0.24
O: -1.62 -5.91 0.50
C: -2.79 -5.54 -0.26
H: -3.13 -3.55 -1.18
H: -3.34 -3.48 0.49
H: -1.22 -3.09 0.96
H: -0.69 -3.07 -0.75
H: 0.01 -4.87 1.16
H: 0.03 -5.28 -0.62
H: -3.66 -5.87 0.31
H: -2.76 -5.96 -1.27
C: 3.32 -1.05 -3.01
C: 1.90 -1.54 -3.38
C: 2.06 -2.11 -4.78
O: 3.37 -1.67 -5.21
C: 4.21 -1.64 -4.02
H: 3.63 -1.16 -1.98
H: 3.29 0.02 -3.21
H: 1.17 -0.74 -3.32
H: 1.59 -2.30 -2.66
H: 1.25 -1.88 -5.47
H: 2.02 -3.20 -4.75
H: 5.08 -1.03 -4.25
H: 4.42 -2.70 -3.90
C: 0.26 -2.24 6.16
C: -0.29 -0.86 5.65
C: -1.57 -1.28 4.93
O: -2.05 -2.26 5.79
C: -1.08 -3.01 6.45
H: 0.83 -2.14 7.09
H: 0.88 -2.83 5.48
H: 0.38 -0.36 4.96
H: -0.54 -0.20 6.48
H: -1.44 -1.82 3.99
H: -2.29 -0.48 4.75
H: -1.00 -4.04 6.12
H: -1.33 -2.93 7.51
C: -2.80 4.17 0.67
C: -1.80 4.31 -0.41
O: -1.59 3.11 -1.16
O: -4.05 4.27 0.15
H: -2.81 5.05 1.31
H: -2.59 3.32 1.31
H: -0.83 4.56 0.01
H: -1.97 5.20 -1.02
H: -2.25 3.16 -1.87
H: -4.15 5.16 -0.19
C: 3.88 -3.28 0.01
C: 4.76 -2.09 0.46
O: 3.86 -1.02 0.53
O: 2.74 -3.67 0.83
H: 4.55 -4.14 0.10
H: 3.52 -3.26 -1.01
H: 5.58 -1.97 -0.25
H: 5.21 -2.23 1.45
H: 3.70 -0.94 1.47
H: 2.16 -2.91 0.84
C: -4.31 0.98 -1.55
C: -4.33 1.58 -2.99
O: -3.48 2.72 -3.03
O: -4.97 1.76 -0.58
H: -3.27 0.83 -1.27
H: -4.76 -0.01 -1.49
H: -5.30 1.93 -3.34
H: -4.03 0.79 -3.68
H: -3.42 3.20 -3.86
H: -4.47 2.57 -0.43
C: 0.28 -0.48 1.42
C: -0.73 0.22 0.47
O: -0.05 0.91 -0.54
O: 1.05 -1.33 0.65
H: -0.28 -1.05 2.15
H: 0.82 0.26 2.01
H: -1.51 0.82 0.93
H: -1.25 -0.53 -0.13
H: -0.52 1.73 -0.72
H: 1.46 -0.72 0.02
C: -4.72 0.64 2.39
Cl: -4.64 1.17 4.08
Cl: -3.73 -0.82 2.08
H: -5.75 0.40 2.13
H: -4.43 1.48 1.75
C: 2.75 2.38 -1.06
Cl: 4.03 2.54 -2.23
Cl: 3.04 3.50 0.30
H: 1.79 2.62 -1.51
H: 2.67 1.35 -0.71

Atomic partial charges in e from the Löwdin method, atoms 1 to 2: -0.192 -0.183

[4]
The following is a DFT calculation (ωB97M-V/def2-TZVPD) of a structure of composition C33H39BIrN4O2P2.

Values from the calculation:
Highest occupied orbital energy (alpha / beta), eV: -10.982 / -12.491
Relative energy (zero: lowest compared OMol25 entry of this formula, charge and spin), kJ/mol: 5.7
DFT total energy, a.u.: -2461.47571
Frontier orbital gap (alpha / beta), eV: 5.175 / 2.919
Charge: +2
2S+1: 6

CARTESIAN COORDINATES (ANGSTROEM)
Ir: 0.26 0.55 1.40
C: -1.70 1.60 -4.62
C: -1.90 0.29 -4.48
C: -1.01 -0.74 -5.10
C: 0.50 -0.41 -5.12
C: 1.08 0.43 -4.02
C: 1.10 1.76 -4.04
C: 0.64 2.48 -5.27
C: -0.83 2.23 -5.67
C: 1.67 1.16 2.82
H: -2.23 2.33 -4.00
H: -2.79 -0.10 -4.01
H: -1.31 -0.89 -6.15
H: -1.18 -1.70 -4.60
H: 1.04 -1.37 -5.08
H: 0.73 0.06 -6.08
H: 1.66 -0.13 -3.29
H: 1.51 2.37 -3.23
H: 1.24 2.14 -6.13
H: 0.81 3.55 -5.16
H: -1.27 3.23 -5.87
H: -0.87 1.65 -6.61
H: 1.32 2.06 3.35
H: 2.66 1.38 2.41
H: 1.78 0.31 3.52
P: 1.83 -0.52 0.23
P: -1.21 -0.77 0.37
N: 2.85 0.77 -0.40
N: 2.86 -1.72 0.92
N: -2.17 0.53 -0.29
N: -2.55 -1.74 0.96
C: 1.02 -1.34 -1.17
C: -0.44 -1.76 -0.94
C: 2.66 2.10 0.02
C: 3.76 2.84 -0.37
C: 4.61 1.98 -1.13
C: 4.03 0.71 -1.13
C: 3.68 -1.53 2.05
C: 4.38 -2.70 2.30
C: 3.97 -3.66 1.31
C: 3.02 -3.05 0.51
C: -1.99 1.84 0.15
C: -2.50 2.71 -0.80
C: -3.12 1.90 -1.80
C: -2.87 0.57 -1.49
C: -3.77 -2.07 0.36
C: -4.48 -2.88 1.23
C: -3.68 -3.07 2.40
C: -2.48 -2.41 2.19
H: 1.62 -2.20 -1.51
H: 1.04 -0.59 -1.97
H: -1.02 -1.66 -1.87
H: -0.51 -2.82 -0.64
H: 1.78 2.37 0.59
H: 3.93 3.88 -0.11
H: 5.54 2.26 -1.60
H: 4.33 -0.21 -1.59
H: 3.67 -0.59 2.58
H: 5.10 -2.86 3.08
H: 4.34 -4.67 1.20
H: 2.41 -3.45 -0.28
H: -1.47 2.03 1.10
H: -2.41 3.78 -0.79
H: -3.66 2.23 -2.67
H: -3.06 -0.35 -2.02
H: -4.03 -1.68 -0.61
H: -5.46 -3.30 1.06
H: -3.94 -3.62 3.30
H: -1.59 -2.31 2.79
O: -0.69 -0.85 4.03
B: -0.62 0.33 3.23
O: -1.17 1.42 3.99
C: -1.41 0.93 5.24
C: -1.59 1.61 6.43
C: -1.66 0.85 7.60
C: -1.47 -0.53 7.59
C: -1.18 -1.21 6.40
C: -1.18 -0.46 5.24
H: -1.64 2.70 6.41
H: -1.84 1.37 8.55
H: -1.51 -1.11 8.51
H: -0.96 -2.27 6.33

Atomic partial charges in e from the Löwdin method, atoms 1 to 2: 0.964 -0.100

[5]
The following is a DFT calculation (ωB97M-V/def2-TZVPD) of a cluster of 4 separate species, C29H71FI2N9O4P4 in total.

Values from the calculation:
Highest occupied orbital energy, eV: -9.049
DFT total energy, a.u.: -4001.39011
Frontier orbital gap, eV: 5.676
Charge: +1

CARTESIAN COORDINATES (ANGSTROEM)
C: -2.36 2.76 -0.19
C: -3.43 3.55 -0.14
P: -3.95 4.74 -1.43
C: -5.55 5.47 -0.90
C: -6.70 4.95 -1.88
C: -8.11 4.92 -1.24
O: -7.26 3.70 -1.55
C: -2.75 6.08 -1.75
I: -2.10 6.59 -3.74
C: -2.22 6.80 -0.76
C: -1.18 7.90 -1.00
I: -2.78 6.52 1.28
C: -4.11 3.73 -3.00
F: -4.59 4.50 -4.04
C: -2.71 3.15 -3.44
C: -2.59 1.60 -3.26
H: -1.58 2.99 -0.93
H: -2.25 1.90 0.48
H: -4.05 3.50 0.77
H: -5.62 6.56 -1.05
H: -5.88 5.18 0.11
H: -6.63 5.24 -2.94
H: -8.22 4.64 -0.19
H: -8.94 5.04 -1.94
H: -0.75 8.18 -0.02
H: -1.62 8.78 -1.48
H: -0.33 7.49 -1.57
H: -4.74 2.86 -2.74
H: -1.88 3.71 -2.96
H: -2.61 3.37 -4.51
H: -3.39 1.17 -2.64
H: -1.63 1.41 -2.76
H: -2.52 1.07 -4.22
O: 1.42 0.41 0.47
P: 2.01 1.14 -0.73
N: 3.36 0.10 -0.90
C: 4.77 0.30 -0.68
C: 3.07 -1.24 -1.38
N: 2.33 2.58 0.19
C: 3.65 3.11 0.48
C: 1.50 2.78 1.38
N: 2.43 2.00 -2.17
C: 3.47 1.70 -3.13
C: 1.91 3.35 -2.35
H: 5.35 0.13 -1.60
H: 5.15 -0.39 0.08
H: 5.05 1.30 -0.35
H: 2.73 -1.22 -2.43
H: 2.29 -1.73 -0.79
H: 3.94 -1.90 -1.34
H: 4.18 2.50 1.22
H: 3.57 4.12 0.88
H: 4.25 3.20 -0.43
H: 1.84 2.18 2.22
H: 0.46 2.53 1.18
H: 1.51 3.83 1.69
H: 4.43 2.11 -2.81
H: 3.24 2.14 -4.11
H: 3.57 0.63 -3.33
H: 2.60 4.10 -1.95
H: 0.95 3.47 -1.85
H: 1.74 3.59 -3.40
O: 0.63 1.49 6.03
P: 1.37 0.18 5.84
N: 0.21 -0.52 4.78
C: -0.69 -1.63 4.93
C: 0.12 0.09 3.46
N: 1.22 -0.30 7.50
C: 0.47 -1.45 7.96
C: 1.02 0.78 8.46
N: 2.48 -1.12 5.58
C: 2.37 -2.21 4.63
C: 3.52 -1.36 6.57
H: -0.49 -2.40 4.17
H: -1.73 -1.31 4.80
H: -0.63 -2.14 5.88
H: 1.03 -0.09 2.87
H: -0.03 1.18 3.53
H: -0.72 -0.29 2.88
H: -0.61 -1.29 7.89
H: 0.71 -1.66 9.00
H: 0.76 -2.36 7.42
H: -0.02 1.13 8.48
H: 1.67 1.63 8.24
H: 1.28 0.45 9.47
H: 1.78 -3.03 5.05
H: 3.36 -2.61 4.39
H: 1.96 -1.90 3.67
H: 3.20 -2.08 7.32
H: 3.81 -0.44 7.07
H: 4.43 -1.75 6.10
O: 1.16 -3.85 -2.43
P: 0.88 -5.34 -2.57
N: 1.20 -5.41 -4.26
C: 0.35 -5.65 -5.40
C: 2.59 -5.21 -4.65
N: -0.80 -5.20 -2.17
C: -1.89 -5.49 -3.07
C: -1.17 -4.03 -1.37
N: 0.75 -7.05 -2.47
C: 1.03 -8.04 -3.48
C: 0.02 -7.64 -1.34
H: 0.69 -6.54 -5.96
H: 0.37 -4.80 -6.09
H: -0.69 -5.83 -5.16
H: 3.22 -6.05 -4.32
H: 3.01 -4.30 -4.22
H: 2.71 -5.13 -5.73
H: -2.00 -4.72 -3.85
H: -2.84 -5.53 -2.52
H: -1.79 -6.48 -3.53
H: -1.25 -3.13 -1.99
H: -0.45 -3.84 -0.58
H: -2.13 -4.19 -0.88
H: 0.16 -8.19 -4.13
H: 1.27 -9.01 -3.04
H: 1.90 -7.80 -4.09
H: -1.03 -7.79 -1.58
H: 0.08 -7.00 -0.46
H: 0.44 -8.60 -1.05

Atomic partial charges in e from the Löwdin method, atoms 1 to 2: 0.010 -0.306

[6]
The following is a DFT calculation (ωB97M-V/def2-TZVPD) of the molecule C3H2F2O.

Values from the calculation:
Highest occupied orbital energy (alpha / beta), eV: -6.988 / -11.695
Relative energy (zero: lowest compared OMol25 entry of this formula, charge and spin), kJ/mol: 0.0
DFT total energy, a.u.: -390.30791
Frontier orbital gap (alpha / beta), eV: 7.701 / 8.175
2S+1: 3

CARTESIAN COORDINATES (ANGSTROEM)
C: -0.17 -0.51 -0.10
C: -1.15 0.39 0.06
C: 1.35 -0.15 -0.15
O: 2.21 -0.96 -0.20
F: -2.46 0.16 -0.01
F: 1.49 1.14 0.31
H: -0.29 -1.46 -0.48
H: -0.98 1.40 0.58

Atomic partial charges in e from the Löwdin method, atoms 1 to 2: 0.092 -0.147